# 1
{
  "formula": "C10H36CsN12O12S",
  "method": "the ωB97M-V functional and the def2-TZVPD basis",
  "symbols": ["Cs", "S", "O", "O", "O", "O", "C", "O", "N", "N", "H", "H", "H", "H", "C", "O", "N", "N", "H", "H", "H", "H", "C", "O", "N", "N", "H", "H", "H", "H", "C", "O", "N", "N", "H", "H", "H", "H", "C", "O", "N", "N", "H", "H", "H", "H", "C", "O", "N", "N", "H", "H", "H", "H", "C", "C", "O", "H", "H", "H", "H", "H", "H", "C", "C", "O", "H", "H", "H", "H", "H", "H"],
  "xyz": [[2.48117, 2.95431, 1.84513], [-0.16707, 0.05416, 0.11959], [-1.22196, 0.86317, -0.52419], [0.43269, 0.91067, 1.17208], [-0.76048, -1.17781, 0.67820], [0.84302, -0.26741, -0.87859], [-4.17024, -1.33195, -0.25923], [-5.30284, -1.77928, -0.48477], [-3.55095, -0.41857, -1.01878], [-3.41914, -1.79774, 0.77015], [-2.61444, -0.07414, -0.79440], [-4.02488, 0.01720, -1.78897], [-3.91385, -2.49326, 1.29825], [-2.42903, -1.54777, 0.79755], [3.69086, -1.00044, 1.49554], [4.80567, -1.38351, 1.85880], [2.71891, -0.61888, 2.36782], [3.32193, -1.09615, 0.21008], [3.02280, -0.49303, 3.31894], [1.80474, -0.28571, 2.08415], [2.41366, -0.80649, -0.12878], [3.89769, -1.76873, -0.26520], [-1.13810, -0.27048, 4.50348], [-1.45669, -0.19569, 5.69663], [-0.24845, 0.56091, 3.89100], [-1.61371, -1.19764, 3.66864], [0.05523, 1.36803, 4.40516], [0.06342, 0.43394, 2.92432], [-1.37449, -1.27105, 2.69758], [-2.27616, -1.84935, 4.05457], [-1.40990, 1.00998, -3.94250], [-1.54423, 1.16992, -5.15425], [-0.65668, 0.04835, -3.34567], [-2.05986, 1.75306, -3.01007], [-0.31381, 0.26352, -2.40813], [-0.00745, -0.47008, -3.94003], [-1.75392, 1.62251, -2.05006], [-2.41055, 2.63171, -3.35274], [2.33365, -1.93449, -4.32649], [1.33707, -1.50952, -4.91567], [3.11501, -2.89689, -4.87778], [2.66455, -1.55545, -3.08587], [2.84728, -3.16482, -5.80656], [3.88143, -3.24548, -4.33505], [2.15142, -0.87755, -2.54869], [3.33289, -2.09879, -2.57130], [-2.38374, 3.66331, 1.80723], [-2.79481, 4.57781, 2.52596], [-2.91802, 3.22309, 0.64386], [-1.34072, 2.89305, 2.20821], [-2.50334, 2.38632, 0.26329], [-3.55801, 3.72547, 0.05900], [-0.97124, 2.21186, 1.57002], [-0.88709, 3.12075, 3.07131], [1.26848, -3.90658, 2.86660], [0.97024, -4.06272, 1.39164], [-0.39513, -3.86858, 1.08661], [2.32911, -3.73387, 3.06572], [0.88171, -4.67906, 3.53129], [0.80253, -2.97517, 3.20163], [1.41326, -4.97208, 0.98126], [1.46392, -3.25489, 0.83536], [-0.58001, -2.92286, 0.99590], [0.97715, 4.74753, -1.86984], [0.56056, 3.35531, -1.36990], [1.68988, 2.53064, -1.32816], [1.00682, 4.68869, -2.95738], [1.99367, 4.94972, -1.52637], [0.29301, 5.52885, -1.54449], [-0.16175, 2.96117, -2.08396], [0.13627, 3.36880, -0.36450], [1.33104, 1.66015, -1.10416]],
  "forces_ev_per_angstrom": [[-0.3, -0.3, -0.5], [-1.6, -0.3, -0.2], [0.4, 0.4, 0.6], [0.8, -0.1, 0.6], [0.9, 0.8, 0.4], [1.2, -0.1, -0.4], [-0.9, -0.9, -0.4], [0.3, 0.5, 0.1], [0.5, 0.9, -0.5], [-0.2, 0.3, 0.1], [-0.8, -0.3, -0.2], [-0.1, -0.3, 0.0], [0.6, -0.2, 0.2], [-0.7, -0.6, 0.3], [0.6, -1.3, 0.6], [-0.3, 0.5, 0.3], [0.1, 0.9, 0.6], [0.3, 0.2, -0.7], [-0.2, -0.2, 0.0], [0.2, -0.2, -0.1], [-0.2, -0.3, -0.2], [-0.1, 0.2, -0.4], [0.0, 0.2, 1.1], [0.3, 0.2, -0.9], [1.0, 0.5, 0.0], [-0.9, -1.2, 0.0], [0.0, -0.2, 0.1], [-0.6, 0.3, 0.6], [0.1, 0.2, -0.2], [0.1, 0.1, -0.1], [0.2, -0.5, -0.8], [0.0, 0.0, 0.5], [0.9, -0.3, -0.1], [-0.6, 0.8, 0.2], [-0.3, -0.5, -0.7], [-0.3, 0.1, 0.0], [-0.4, 0.4, -0.3], [-0.1, 0.0, 0.2], [-2.1, 0.1, -0.7], [0.8, 0.0, 0.1], [0.1, 0.3, 0.2], [1.0, 0.2, 1.2], [0.4, -0.3, 0.1], [0.2, -0.4, -0.6], [-0.4, 0.0, -0.3], [0.0, 0.1, 0.0], [-0.7, 0.8, 1.4], [0.1, -0.1, -0.9], [0.1, -0.3, -0.6], [0.5, 0.1, -0.4], [-0.2, -0.1, -0.3], [-0.1, 0.2, 0.5], [0.4, -0.3, 0.3], [-0.3, -0.1, 0.1], [0.0, 0.8, 0.5], [0.3, 1.4, -0.4], [-0.5, -1.3, 0.2], [0.1, -0.4, -0.1], [0.0, -0.3, -0.3], [-0.1, 0.0, 0.0], [-0.7, -0.3, 0.0], [0.6, 0.0, 0.3], [0.4, -0.1, -0.2], [0.1, -0.8, 0.1], [-0.3, 1.2, -0.3], [0.8, -0.5, 0.3], [0.0, 0.3, 0.0], [0.0, 0.2, 0.1], [0.0, 0.0, -0.1], [-0.2, -0.1, 0.3], [-0.5, 0.3, 0.0], [0.4, -0.5, -0.2]],
  "homo_energy_ev": -6.39,
  "homo_lumo_gap_ha": 0.25582,
  "relative_energy_kcal_mol": 0.0,
  "charge": -1,
  "e_tot_ev": -64799.547
}

# 2
{
  "formula": "C10H36O13",
  "method": "the ωB97M-V functional and the def2-TZVPD basis",
  "symbols": ["O", "H", "H", "O", "H", "H", "O", "H", "H", "C", "C", "O", "O", "H", "H", "H", "H", "H", "H", "C", "C", "O", "O", "H", "H", "H", "H", "H", "H", "C", "C", "O", "O", "H", "H", "H", "H", "H", "H", "C", "C", "O", "O", "H", "H", "H", "H", "H", "H", "C", "C", "O", "O", "H", "H", "H", "H", "H", "H"],
  "xyz": [[26.19829, -7.33418, -4.86887], [26.34597, -8.24333, -4.60836], [26.94159, -7.12259, -5.43364], [24.31384, -10.93776, -3.85495], [24.59863, -11.78752, -3.51874], [23.41011, -11.08141, -4.13578], [25.41340, -9.46351, -4.89670], [25.31077, -9.20655, -5.81304], [24.52152, -9.47502, -4.54935], [22.13758, -8.51232, -3.51543], [21.21396, -9.73036, -3.07427], [20.08514, -9.24274, -2.37372], [23.09421, -9.05332, -4.35795], [22.57700, -7.98237, -2.67034], [21.63537, -7.78366, -4.15177], [21.72218, -10.41650, -2.39675], [20.93322, -10.28690, -3.96845], [19.49442, -8.89276, -3.04467], [22.66842, -9.63383, -4.99302], [27.22431, -11.60672, -2.99195], [26.50325, -10.25320, -2.77375], [26.92083, -9.36345, -3.79435], [28.59745, -11.53118, -2.53243], [27.22191, -11.85066, -4.05430], [26.72351, -12.36263, -2.38704], [26.91906, -10.04727, -1.78745], [25.42553, -10.41328, -2.74213], [26.17093, -9.44013, -4.38880], [28.95927, -12.35526, -2.19839], [23.88603, -11.10912, -7.06283], [24.59818, -12.49742, -7.29951], [23.92227, -13.39880, -8.19438], [24.21473, -10.41051, -8.23791], [24.46945, -10.52427, -6.35172], [22.83817, -11.14028, -6.76430], [24.76856, -12.98816, -6.34125], [25.55025, -12.25904, -7.77367], [24.26631, -14.27849, -8.02293], [23.65749, -10.75519, -8.93953], [23.63811, -6.06426, -5.08930], [23.84385, -7.20403, -6.09703], [23.68970, -6.66730, -7.38011], [22.31986, -5.55219, -5.06391], [24.22324, -5.18099, -5.34531], [23.90367, -6.46379, -4.11056], [23.04412, -7.94069, -6.02046], [24.89150, -7.49983, -6.04205], [22.77319, -6.87587, -7.57530], [22.20701, -5.20703, -4.17524], [27.61247, -9.67776, -6.61230], [28.72773, -10.78375, -6.60671], [28.14289, -11.96957, -7.19748], [27.86774, -8.68280, -7.62921], [27.52144, -9.22263, -5.62606], [26.60680, -10.09741, -6.58751], [29.15551, -10.99702, -5.62711], [29.53864, -10.48491, -7.27095], [28.59461, -12.31944, -7.96894], [27.88600, -9.12177, -8.48278]],
  "forces_ev_per_angstrom": [[1.1, 2.7, -0.4], [1.0, 2.2, 1.0], [0.4, 0.4, 0.0], [-2.5, -4.0, 0.9], [0.2, -0.5, 0.1], [-0.3, -0.5, 0.2], [-14.4, -1.3, -12.9], [0.3, 0.6, -0.2], [-0.4, 0.7, 0.7], [-1.8, -1.1, 0.2], [0.4, 2.0, 0.5], [0.0, -0.4, -0.3], [0.3, -0.3, 0.1], [0.2, -0.3, -0.1], [-0.8, 0.2, 0.5], [0.3, 0.2, -0.1], [-0.1, -0.1, -0.3], [-0.3, 0.2, 0.1], [-0.4, 0.3, -0.3], [0.4, -0.1, 0.5], [2.9, -0.9, 0.2], [9.6, -0.8, 9.6], [-0.4, 0.8, -0.3], [-0.1, -0.3, -0.1], [-0.3, -0.4, -0.1], [-0.3, 1.0, 0.2], [1.1, 0.8, 0.7], [5.2, -1.2, 3.0], [-0.5, -0.2, -0.2], [2.4, -1.3, -1.0], [-0.3, 0.1, 0.8], [-0.6, 0.7, 0.4], [-1.3, 1.0, -0.8], [-0.5, -1.1, 0.3], [-0.3, -0.1, -0.3], [0.1, -0.1, 0.2], [0.1, 0.2, 0.5], [0.0, 0.0, 0.0], [0.1, 0.0, -0.4], [0.6, -0.5, 0.2], [-0.7, 1.7, -0.6], [-0.7, 0.3, -1.6], [-1.1, -0.5, 0.1], [0.9, -0.5, 0.0], [0.3, 0.2, 0.2], [0.6, 0.0, 0.3], [-0.9, -0.3, 0.3], [0.1, 0.5, -0.7], [-0.3, 0.2, -0.1], [1.4, 0.0, 0.4], [-1.1, 0.1, -1.3], [-0.4, -0.4, 0.5], [-0.5, -0.5, 0.9], [1.5, 0.5, -0.6], [0.3, -0.8, -1.5], [-0.4, -0.1, 0.1], [0.1, 0.5, 0.2], [0.4, 0.4, 0.2], [-0.1, -0.1, -0.1]],
  "homo_energy_ev": -8.62,
  "homo_lumo_gap_ha": 0.31359,
  "relative_energy_kcal_mol": 262.5,
  "e_tot_ev": -37558.124
}